# HI5Si2

HI5Si2 as an isolated structure in a non-equilibrium geometry (wB97M-V/def2-TZVPD, the OMol25 dataset).

Each line ends with the Löwdin charge.
Positions of all 8 atoms, in Å:
Si 2.39804 -0.02727 1.75249  0.03
Si -1.33494 -0.36658 -0.66096  -1.25
I 2.13670 2.38331 0.95161  0.06
I -0.66161 -0.58421 1.63659  0.42
I -1.54746 2.00420 -1.20579  0.36
I -0.00298 -1.49434 -2.46549  0.35
I -3.68818 -1.30012 -0.38605  0.28
H 2.70043 -0.61498 0.37760  -0.24

Calculated values
2S+1 = 1
Energy relative to the best compared isomer or geometry (same formula, charge and spin) = 39.2 kcal/mol
Charge = 0
Largest force on an atom = 1.5 eV/Å
LUMO = -1.6 eV
Frontier orbital gap = 6.8 eV